one) Here is a single C3H10N2S molecule from the Open Molecules 2025 dataset. Energies are from ωB97M-V with the def2-TZVPD basis set.

Values from the calculation:
**Gap between HOMO and LUMO**: 0.358 Eh
**E_LUMO**: 0.9 eV
**Highest occupied orbital energy**: -8.82 eV

Cartesian coordinates (Å):
N -2.121 -0.658 0.375
C -0.859 -0.042 0.790
C 0.182 -0.048 -0.343
N 0.028 0.997 -1.322
C 1.590 0.069 0.251
S 2.861 -0.624 -0.849
H -2.658 -0.928 1.192
H -2.687 0.065 -0.056
H -1.014 0.997 1.148
H -0.420 -0.474 1.683
H 0.065 -1.033 -0.799
H 0.096 1.871 -0.813
H -0.846 0.972 -1.832
H 1.796 1.138 0.296
H 1.644 -0.446 1.197
H 2.343 -1.855 -0.916

=====

two) Here is a single C3H10N2S molecule from the Open Molecules 2025 dataset. Energies are from ωB97M-V with the def2-TZVPD basis set.

Values from the calculation:
**Gap between HOMO and LUMO**: 0.370 Eh
**E_LUMO**: 1.0 eV
**Highest occupied orbital energy**: -9.06 eV

Cartesian coordinates (Å):
N -2.180 0.591 1.250
C -1.142 1.254 0.479
N 0.273 0.855 0.480
C 0.375 -0.558 -0.005
C 1.635 -0.663 -0.909
S 1.862 -2.410 -1.491
H -2.468 -0.326 0.955
H -2.985 1.152 1.475
H -1.155 2.305 0.819
H -1.498 1.380 -0.552
H 0.467 0.936 1.476
H -0.517 -0.661 -0.618
H 0.378 -1.321 0.785
H 2.461 -0.469 -0.228
H 1.510 -0.004 -1.764
H 2.984 -2.062 -2.151

=====

Short version: one) is the most stable of them.

=====

one) Here is 4 unconnected molecules or ions with the total composition C3H11NO3 from the Open Molecules 2025 dataset. Energies are from ωB97M-V with the def2-TZVPD basis set.

Values from the calculation:
**Gap between HOMO and LUMO**: 0.362 Eh
**E_LUMO**: 0.7 eV
**Highest occupied orbital energy**: -9.21 eV

Cartesian coordinates (Å):
C 0.009 -1.343 2.389
C 0.296 -0.317 1.580
N 1.392 -0.389 0.666
C 2.528 -0.374 1.226
H 0.099 -2.403 2.217
H -0.532 -1.144 3.314
H -0.305 0.576 1.513
H 2.597 -0.871 2.200
H 3.369 -0.075 0.610
O 1.585 -2.942 -1.743
H 0.932 -3.351 -1.164
H 2.413 -3.199 -1.321
O -2.050 0.539 -1.703
H -1.368 0.162 -2.268
H -1.629 0.874 -0.907
O -2.860 4.420 -1.110
H -3.531 4.919 -1.584
H -2.659 3.608 -1.582

=====

two) Here is 3 unconnected molecules or ions with the total composition C3H11NO3 from the Open Molecules 2025 dataset. Energies are from ωB97M-V with the def2-TZVPD basis set.

Values from the calculation:
**Gap between HOMO and LUMO**: 0.385 Eh
**E_LUMO**: 0.7 eV
**Highest occupied orbital energy**: -9.81 eV

Cartesian coordinates (Å):
C -2.539 1.019 -0.307
C -1.241 0.367 -0.077
C -0.412 0.775 1.200
N -0.183 1.942 1.858
O 0.224 -0.153 1.593
H -3.076 0.495 -1.103
H -3.081 0.812 0.560
H -2.378 2.055 -0.522
H -0.420 0.438 -0.890
H -1.335 -0.712 0.192
H -0.461 2.886 1.568
H 0.328 1.907 2.712
O 0.892 -2.249 -5.486
H 0.231 -1.684 -5.829
H 1.740 -2.154 -5.928
O 2.661 -1.206 2.190
H 2.821 -0.772 3.065
H 1.850 -0.969 1.894

=====

Short version: two) is the most stable of them.

=====

one) Here is 3 unconnected molecules or ions with the total composition C3H11NO3 from the Open Molecules 2025 dataset. Energies are from ωB97M-V with the def2-TZVPD basis set.

Values from the calculation:
**Gap between HOMO and LUMO**: 0.389 Eh
**E_LUMO**: 0.7 eV
**Highest occupied orbital energy**: -9.90 eV

Cartesian coordinates (Å):
C 1.135 2.544 -1.311
C 0.023 1.526 -1.104
N -0.116 1.042 0.260
C -1.318 0.797 0.834
O -1.489 0.318 1.933
H 1.194 2.736 -2.376
H 2.072 2.204 -0.877
H 0.874 3.454 -0.764
H -0.924 1.838 -1.533
H 0.211 0.632 -1.717
H 0.707 0.648 0.717
H -2.110 1.211 0.178
O 0.411 -2.496 1.651
H 0.110 -1.668 2.081
H -0.494 -2.773 1.427
O 0.889 -2.598 -1.934
H 0.249 -3.319 -2.068
H 0.937 -2.733 -0.978

=====

two) Here is 3 unconnected molecules or ions with the total composition C3H11NO3 from the Open Molecules 2025 dataset. Energies are from ωB97M-V with the def2-TZVPD basis set.

Values from the calculation:
**Gap between HOMO and LUMO**: 0.409 Eh
**E_LUMO**: 0.8 eV
**Highest occupied orbital energy**: -10.32 eV

Cartesian coordinates (Å):
C 0.060 -1.737 1.733
C 0.072 -0.693 0.616
C 0.205 0.759 1.025
N -0.087 1.133 2.305
O 0.440 1.614 0.187
H -0.949 -2.065 1.972
H 0.597 -2.622 1.384
H 0.564 -1.406 2.634
H -0.849 -0.725 0.045
H 0.911 -0.862 -0.045
H 0.043 0.538 3.103
H 0.061 2.124 2.422
O -0.526 -1.818 -2.525
H -0.364 -2.088 -3.433
H -0.113 -0.948 -2.435
O -0.079 1.031 -2.466
H -0.100 1.868 -2.937
H 0.240 1.217 -1.560

=====

Short version: two) is the most stable of them.

=====

one) Here is 3 unconnected molecules or ions with the total composition C3H11NO3 from the Open Molecules 2025 dataset. Energies are from ωB97M-V with the def2-TZVPD basis set.

Values from the calculation:
**Gap between HOMO and LUMO**: 0.381 Eh
**E_LUMO**: 0.4 eV
**Highest occupied orbital energy**: -9.94 eV

Cartesian coordinates (Å):
C 0.610 -1.284 -1.513
N 0.599 -0.608 -0.174
C -0.305 0.602 -0.244
C -0.339 1.719 0.846
O -1.070 2.647 0.991
H 0.454 -0.540 -2.343
H -0.204 -2.038 -1.518
H 1.494 -1.909 -1.609
H 0.209 -1.274 0.500
H -0.051 1.160 -1.182
H -1.316 0.288 -0.326
H 0.629 1.664 1.614
O 2.966 1.058 -0.546
H 2.784 1.693 0.187
H 2.429 0.276 -0.227
O -2.878 -1.509 1.962
H -3.760 -0.965 2.030
H -2.250 -0.981 1.552

=====

two) Here is 3 unconnected molecules or ions with the total composition C3H11NO3 from the Open Molecules 2025 dataset. Energies are from ωB97M-V with the def2-TZVPD basis set.

Values from the calculation:
**Gap between HOMO and LUMO**: 0.384 Eh
**E_LUMO**: 0.4 eV
**Highest occupied orbital energy**: -10.01 eV

Cartesian coordinates (Å):
C 0.756 0.686 -2.135
N 0.887 0.187 -0.746
C 0.714 0.791 0.380
C 0.062 2.190 0.394
O 0.883 0.225 1.506
H 1.680 0.279 -2.855
H -0.103 0.161 -2.663
H 0.689 1.777 -2.315
H 1.225 -0.812 -0.714
H -0.213 2.591 1.396
H -0.839 2.359 -0.171
H 0.582 2.867 -0.130
O -2.569 -1.668 1.597
H -3.339 -2.233 1.613
H -1.737 -2.173 1.603
O 0.233 -2.624 1.357
H 0.466 -1.677 1.335
H 0.624 -2.926 0.547

=====

three) Here is 4 unconnected molecules or ions with the total composition C3H11NO3 from the Open Molecules 2025 dataset. Energies are from ωB97M-V with the def2-TZVPD basis set.

Values from the calculation:
**Gap between HOMO and LUMO**: 0.350 Eh
**E_LUMO**: 0.6 eV
**Highest occupied orbital energy**: -8.92 eV

Cartesian coordinates (Å):
C -2.142 -0.387 -0.582
C -2.020 -0.795 0.668
N -0.689 -0.805 1.348
C 0.288 -1.605 1.148
H -1.318 -0.065 -1.208
H -3.014 -0.371 -1.050
H -2.813 -0.919 1.537
H 1.145 -1.514 1.906
H 0.421 -2.374 0.392
O 1.247 1.545 1.522
H 1.068 0.756 2.077
H 0.986 2.397 1.950
O 0.104 0.041 -2.527
H 0.643 -0.669 -2.600
H 0.478 0.608 -1.846
O 1.938 1.117 -1.067
H 1.526 1.175 -0.193
H 2.641 1.720 -1.231

=====

four) Here is 4 unconnected molecules or ions with the total composition C3H11NO3 from the Open Molecules 2025 dataset. Energies are from ωB97M-V with the def2-TZVPD basis set.

Values from the calculation:
**Gap between HOMO and LUMO**: 0.305 Eh
**E_LUMO**: -0.4 eV
**Highest occupied orbital energy**: -8.70 eV

Cartesian coordinates (Å):
C -1.969 -3.137 1.471
C -1.453 -2.472 0.436
N -1.525 -1.054 0.281
C -1.806 -0.406 -0.819
H -2.242 -2.727 2.405
H -1.884 -4.222 1.351
H -1.126 -2.994 -0.513
H -2.639 0.155 -1.151
H -1.134 -0.868 -1.552
O 0.082 0.697 1.777
H -0.083 -0.071 1.226
H 0.802 0.344 2.330
O 3.401 2.342 -2.665
H 2.640 2.234 -2.074
H 3.609 3.272 -2.640
O 1.640 2.340 -0.182
H 1.858 3.241 -0.055
H 1.257 2.075 0.731

=====

Short version: two) is the most stable of them.

=====

one) Here is 2 unconnected molecules or ions with the total composition C3H11NO3 from the Open Molecules 2025 dataset. Energies are from ωB97M-V with the def2-TZVPD basis set.

Values from the calculation:
**Gap between HOMO and LUMO**: 0.381 Eh
**E_LUMO**: 0.8 eV
**Highest occupied orbital energy**: -9.56 eV

Cartesian coordinates (Å):
N 0.031 -1.170 0.335
C 0.414 0.252 0.396
C 1.855 0.416 0.843
O 1.960 -0.160 2.146
C 0.106 0.922 -0.927
O -1.255 1.291 -1.064
H 0.375 -1.598 -0.519
H 0.327 -1.676 1.157
H -0.247 0.754 1.126
H 2.144 1.445 0.875
H 2.538 -0.128 0.152
H 2.631 0.330 2.645
H 0.419 0.255 -1.711
H 0.669 1.859 -1.008
H -1.834 0.569 -1.401
O -2.672 -1.233 -1.548
H -3.570 -1.369 -1.257
H -2.132 -1.375 -0.733

=====

two) Here is 3 unconnected molecules or ions with the total composition C3H11NO3 from the Open Molecules 2025 dataset. Energies are from ωB97M-V with the def2-TZVPD basis set.

Values from the calculation:
**Gap between HOMO and LUMO**: 0.379 Eh
**E_LUMO**: 0.7 eV
**Highest occupied orbital energy**: -9.65 eV

Cartesian coordinates (Å):
C -1.735 1.209 -0.586
C -1.529 -0.022 -1.514
C -0.442 -0.898 -1.002
N 0.801 -0.296 -0.713
O -0.482 -2.092 -1.203
H -1.096 2.158 -0.736
H -1.694 0.996 0.500
H -2.814 1.385 -0.711
H -2.485 -0.511 -1.228
H -1.527 0.157 -2.580
H 0.827 0.508 -0.102
H 1.411 -1.030 -0.372
O 1.483 2.384 -2.849
H 2.221 2.345 -2.234
H 1.847 2.156 -3.708
O 2.127 -2.566 6.258
H 1.889 -3.512 6.282
H 1.197 -2.371 6.499

=====

Short version: one) is the most stable of them.

=====

one) Here is 2 unconnected molecules or ions with the total composition C3H11NO3 from the Open Molecules 2025 dataset. Energies are from ωB97M-V with the def2-TZVPD basis set.

Values from the calculation:
**Gap between HOMO and LUMO**: 0.388 Eh
**E_LUMO**: 0.5 eV
**Highest occupied orbital energy**: -10.10 eV

Cartesian coordinates (Å):
N -0.158 0.624 0.945
C 0.288 -0.545 0.097
C 1.165 -1.439 0.846
O 2.364 -0.670 1.315
C -0.929 -1.291 -0.243
O -1.503 -0.539 -1.429
H 0.071 1.385 0.353
H -1.161 0.642 0.827
H 0.844 -0.045 -0.807
H 1.562 -2.415 0.469
H 0.653 -1.749 1.868
H 1.955 0.194 1.075
H -1.529 -1.317 0.588
H -0.685 -2.318 -0.502
H -2.418 -0.738 -1.480
O -0.218 3.787 -1.447
H -0.084 3.487 -0.553
H -0.217 2.946 -1.923

=====

two) Here is 3 unconnected molecules or ions with the total composition C3H11NO3 from the Open Molecules 2025 dataset. Energies are from ωB97M-V with the def2-TZVPD basis set.

Values from the calculation:
**Gap between HOMO and LUMO**: 0.394 Eh
**E_LUMO**: 0.5 eV
**Highest occupied orbital energy**: -10.22 eV

Cartesian coordinates (Å):
C 1.347 1.349 -1.094
N 0.774 0.054 -0.755
C -0.624 -0.363 -0.738
C -1.476 0.210 -1.777
O -1.008 -1.369 -0.194
H 0.535 2.169 -0.843
H 1.828 1.204 -2.119
H 2.146 1.501 -0.253
H 1.122 -0.394 0.194
H -1.634 -0.280 -2.686
H -2.519 0.398 -1.365
H -1.016 1.132 -2.431
O 1.674 0.079 2.748
H 1.696 0.298 1.769
H 0.901 -0.353 3.078
O -1.326 -1.861 2.507
H -0.608 -2.258 2.159
H -1.813 -1.514 1.798

=====

Short version: two) is the most stable of them.